Entry 1:
DFT (ωB97M-V/def2-TZVPD) results for a cluster of 3 separate species, C4H14O2 in total at a distorted geometry.

Element x y z (Å)
H -0.463 -1.484 -0.356
H 0.521 -2.873 -2.196
C 1.158 -2.584 -1.205
H 1.379 0.034 1.324
O -2.874 4.401 0.606
H 2.099 0.057 -1.466
H 1.121 -3.473 -0.505
H -1.453 1.406 1.554
H 2.262 -2.607 -1.585
H -3.635 4.275 1.279
C 1.013 -0.081 -1.286
H -2.972 1.712 1.058
H 0.696 0.843 -0.819
O -2.311 2.014 1.640
H 0.626 -0.163 -2.337
C 1.328 -1.078 0.979
H 0.709 -1.629 1.740
C 0.617 -1.307 -0.478
H -2.125 4.041 1.125
H 2.306 -1.504 0.930

- total charge = +1
- frontier orbital gap (spin up / spin down) (eV) = 8.7 / 1.7
- 2S+1 = 2
- LUMO energy (spin up / spin down) (Ha) = -0.1710 / -0.4301

These are the Mulliken partial charges, in e, on atoms 1 to 5:
1. H 0.23
2. H 0.31
3. C -1.31
4. H 0.27
5. O -0.23

---

Entry 2:
DFT (ωB97M-V/def2-TZVPD) results for the ion CHNO6S with charge -2 at a distorted geometry.

Element x y z (Å)
O -0.502 2.526 0.324
C -0.906 1.449 -0.071
O 1.151 -1.880 -0.020
O -2.031 1.010 -0.316
H 2.179 -0.110 -0.119
O -0.994 -1.737 -0.846
N 0.093 0.430 -0.470
O -0.578 -1.271 1.494
O 1.672 0.737 -0.089
S -0.084 -1.156 0.112

- total charge = -2
- frontier orbital gap (eV) = 7.6
- LUMO energy (Ha) = 0.2424
- SMILES = O=C([O-])N(O)S(=O)(=O)[O-]

These are the Mulliken partial charges, in e, on atoms 1 to 5:
1. O -0.71
2. C 0.54
3. O -0.81
4. O -0.68
5. H 0.33

---

Entry 3:
DFT (ωB97M-V/def2-TZVPD) results for a structure of composition C5H10O.

Element x y z (Å)
C -0.607 0.002 0.011
H -1.390 -1.593 1.375
C 2.094 -0.022 0.063
C -1.618 -0.950 0.523
H 2.969 -0.638 0.284
H 1.963 0.048 -1.027
H -1.559 1.829 -0.343
H -1.262 -1.161 -1.781
O 0.952 -0.608 0.671
H 0.519 -1.361 -0.036
H 0.154 1.856 -0.789
C -0.856 -1.133 -0.776
H 2.245 0.977 0.480
H -2.642 -0.561 0.539
H -0.331 1.928 0.930
C -0.560 1.487 -0.045

- frontier orbital gap (eV) = 8.9
- LUMO energy (Ha) = 0.0351

These are the Mulliken partial charges, in e, on atoms 1 to 5:
1. C 0.90
2. H 0.15
3. C -0.68
4. C -0.61
5. H 0.26

---

Entry 4:
DFT (ωB97M-V/def2-TZVPD) results for the molecule C2H5FIN at a distorted geometry.

Element x y z (Å)
H 0.852 0.564 1.201
H 1.424 -0.572 -0.935
H -0.763 1.100 1.548
C -0.149 0.311 1.079
I 0.283 1.921 -1.650
N 0.516 -0.978 -1.058
H -0.464 -0.618 1.495
C -0.427 0.119 -0.487
H 0.453 -1.706 -0.383
F -1.725 -0.142 -0.809

- frontier orbital gap (spin up / spin down) (eV) = 6.5 / 6.6
- 2S+1 = 3
- LUMO energy (spin up / spin down) (Ha) = 0.0281 / -0.1298

These are the Mulliken partial charges, in e, on atoms 1 to 5:
1. H 0.38
2. H 0.25
3. H 0.32
4. C -1.15
5. I 0.12